Density functional theory data (ωB97M-V with the def2-TZVPD basis set) for a structure of composition CI3O2S.

Calculated values
Net charge: -1
HOMO energy (spin up / spin down): -2.4 / -5.3 eV
Multiplicity: 3
HOMO-LUMO gap (spin up / spin down): 5.190 / 5.653 eV
ΔE to the lowest compared entry with this formula, charge and spin: 0.774 eV

Each line ends with the Löwdin charge.
Atoms and positions in Å:
C1 -0.663982 -0.005517 0.140458  -1.783
O1 1.579519 0.118346 -1.489613  -0.548
O2 1.899346 -0.586344 0.933459  -0.511
S1 1.369020 0.415890 -0.016353  0.583
I1 -1.513877 -0.695801 -1.797391  0.460
I2 -1.367375 2.064818 0.349041  0.446
I3 -1.302654 -1.311393 1.880401  0.353

Forces on atoms 1 to 2 (eV/Å):
-0.59 1.11 -0.64
0.24 1.01 2.67